No. 1
Molecular formula: C5H10NO2
Method: DFT, ωB97M-V/def2-TZVPD

Values from the calculation:
* energy above the lowest of the compared OMol25 structures with the same formula, charge and spin: 1.9010 eV
* charge: +1
* SMILES: C[NH2+]C/C(O)=C/C=O

XYZ file:
```
18
Properties=species:S:1:pos:R:3:forces:R:3
C -0.00083 -2.67596 -1.09658 0.1 -1.0 0.0
N -0.23877 -1.21989 -1.11815 0.1 0.4 -0.4
C -0.48116 -0.66700 0.22473 1.0 3.2 1.3
C 0.02735 0.92210 0.30652 -1.1 -2.7 -0.1
O 0.29193 1.33989 -0.94360 0.1 0.3 -0.2
C 0.08718 1.58476 1.45538 0.0 -0.1 0.1
C 0.45794 3.00290 1.57216 0.0 -0.1 -0.5
O 0.60150 3.57082 2.61347 0.0 0.1 0.2
H -0.83858 -3.18855 -0.62378 0.0 0.2 0.0
H 0.12563 -3.06104 -2.10462 0.0 0.2 -0.1
H 0.90037 -2.89021 -0.52543 0.0 0.2 0.0
H 0.57703 -0.73013 -1.51886 -0.3 -0.1 0.0
H -1.03582 -0.99671 -1.72716 0.3 0.0 0.1
H -1.53423 -0.69300 0.48884 0.0 -0.2 -0.2
H 0.10078 -1.21262 0.96600 -0.1 -0.1 -0.2
H 0.51933 2.28414 -0.96189 0.0 -0.2 -0.1
H -0.13870 1.09475 2.38823 -0.1 -0.2 0.1
H 0.57904 3.53575 0.60476 0.1 0.2 0.1
```
Forces are in eV/Å.

=====

No. 2
Molecular formula: C5H10NO2P
Method: DFT, ωB97M-V/def2-TZVPD

Values from the calculation:
* energy above the lowest of the compared OMol25 structures with the same formula, charge and spin: 1.6179 eV
* charge: 0
* SMILES: C[C@@H]1C(=O)O[C@H](C)N1P

XYZ file:
```
19
Properties=species:S:1:pos:R:3:forces:R:3
C -0.41077 -2.35137 -0.15073 -1.7 -2.5 0.9
C -0.53026 -1.01068 0.46168 -1.4 0.8 0.7
C -1.83846 -0.20732 0.16304 -0.3 -3.2 1.3
O -2.96901 -0.66265 0.19500 1.7 1.1 -0.5
O -1.48929 1.04334 0.09233 0.0 1.8 -0.6
C -0.07180 1.26391 0.17217 1.6 2.3 -1.4
C 0.32238 2.31499 -0.99959 -1.4 0.5 2.9
N 0.54443 -0.03864 0.05680 -2.5 -1.5 0.6
P 1.99117 -0.77372 0.50247 1.7 1.6 0.3
H -0.09124 -2.19540 -1.12089 0.8 -0.2 -2.3
H -1.37744 -3.00159 -0.18469 1.4 1.6 0.2
H 0.30894 -2.98024 0.39896 -0.2 0.3 -0.4
H -0.56715 -1.24424 1.55079 0.0 0.9 -0.1
H 0.08689 1.89077 1.07533 0.1 -1.0 0.2
H 0.35180 1.87877 -1.93413 0.4 -1.3 -1.9
H 1.18485 3.01169 -0.84535 -0.7 -1.0 0.3
H -0.61262 2.90247 -1.00107 0.6 0.3 -0.1
H 2.32546 -0.01716 1.66790 -0.3 -0.4 0.5
H 2.84213 0.17708 -0.10005 0.3 -0.2 -0.6
```
Forces are in eV/Å.

=====

No. 3
Molecular formula: C5H10NO3P
Method: DFT, ωB97M-V/def2-TZVPD

Values from the calculation:
* charge: -2
* energy: -818.32550 hartree

XYZ file:
```
20
Properties=species:S:1:pos:R:3:forces:R:3
C -0.16307 0.87701 0.29968 1.1 1.1 0.9
C -0.46466 -0.48812 -0.12859 0.3 -2.4 2.0
C -1.00107 2.10586 -0.06029 -1.5 0.4 0.1
C -1.66633 -0.88016 -0.93430 0.4 0.8 -1.8
C -0.12172 -1.64150 0.92251 -0.8 4.8 1.2
N 0.61496 0.23187 -0.72592 1.3 -0.3 -0.4
O 2.54120 -0.19270 1.47341 -0.1 0.2 -0.3
O 3.04307 -1.36036 -0.75772 0.0 -0.4 -0.3
O 3.49683 1.14837 -0.47940 -0.2 0.5 -0.3
P 2.78504 -0.08426 -0.02377 -1.0 -0.3 0.3
H 0.53687 0.94052 1.21665 -1.7 0.3 -0.7
H -0.63920 2.57860 -0.98505 -0.3 -0.6 -0.2
H -0.78909 2.91500 0.65854 -0.5 -0.3 0.3
H -2.20360 1.94175 -0.13107 2.7 0.3 0.2
H -1.46247 -0.43424 -1.91574 -0.3 -0.2 -0.3
H -2.51323 -0.34916 -0.58737 -1.4 0.4 0.6
H -1.93336 -1.93959 -1.09039 0.5 0.2 0.4
H 0.74397 -1.10353 1.40174 -0.7 -1.5 0.4
H 0.20306 -2.34338 0.28065 1.2 -3.3 -1.6
H -1.00720 -1.92198 1.56642 0.9 0.2 -0.6
```
Forces are in eV/Å.

=====

No. 4
Molecular formula: C5H10NOS
Method: DFT, ωB97M-V/def2-TZVPD

Values from the calculation:
* energy above the lowest of the compared OMol25 structures with the same formula, charge and spin: 6.8789 eV
* charge: +1

XYZ file:
```
18
Properties=species:S:1:pos:R:3:forces:R:3
C -1.86831 -0.79819 0.09612 -1.2 2.7 -0.1
C 1.90480 -0.54523 1.52446 -1.3 3.8 0.1
C 0.28242 -0.18197 -1.32683 1.1 0.0 1.0
C 2.17014 -1.80568 1.56654 -0.1 -1.0 -1.1
C -2.47173 1.24724 -0.93681 -1.9 3.5 1.8
N -2.55925 -0.05781 -0.59366 -0.4 -3.5 -0.2
O -0.77792 -0.28446 0.95498 1.6 -0.1 0.6
S 0.60523 0.08156 0.26569 -0.8 0.8 0.1
H -2.25336 -1.65156 0.53644 0.0 -2.1 0.5
H 2.35217 0.31728 2.15496 -0.8 -1.6 -1.3
H 0.22599 -1.22723 -1.49045 -0.4 -1.2 -0.3
H 1.01678 0.23506 -1.96059 0.7 0.9 -0.8
H 1.72119 -2.58530 0.95485 0.0 0.2 0.1
H 3.01159 -2.02919 2.14055 1.1 -0.9 1.2
H -2.35808 1.80996 0.03576 -0.3 -0.1 -0.8
H -3.37899 1.64112 -1.44129 0.5 -0.5 0.3
H -1.64297 1.54845 -1.47383 1.9 0.2 -1.5
H 0.71299 1.47095 0.33980 0.3 -1.1 0.1
```
Forces are in eV/Å.

=====

No. 5
Molecular formula: C5H10NPS
Method: DFT, ωB97M-V/def2-TZVPD

Values from the calculation:
* energy above the lowest of the compared OMol25 structures with the same formula, charge and spin: 3.2162 eV
* charge: 0

XYZ file:
```
18
Properties=species:S:1:pos:R:3:forces:R:3
C 1.33691 1.75705 -3.99834 0.0 0.0 0.1
C -0.77918 2.25712 0.29422 1.5 -2.3 1.4
C 1.14740 -2.19831 -1.29138 0.6 1.8 2.3
C -1.67650 1.00514 0.13899 1.3 1.0 -1.3
C 0.73335 -0.82483 -0.60466 2.2 0.5 -1.5
N 0.71950 0.96121 -3.40023 -0.8 -0.5 1.1
P -0.98459 -0.30725 -1.06247 -0.4 -0.9 0.8
S -2.24881 -1.76384 -1.37096 1.3 1.6 -0.2
H -0.12308 2.13897 1.16384 0.5 -0.6 -0.3
H -0.15964 2.38320 -0.55490 0.5 0.6 -0.9
H -1.22033 3.13214 0.64103 -1.7 1.6 -0.3
H 1.08522 -2.02027 -2.30264 0.2 0.2 -2.5
H 2.16781 -2.44693 -0.98199 -0.1 0.3 -0.2
H 0.56435 -3.04116 -1.07274 -1.2 -0.9 0.6
H -2.63647 1.40353 -0.16592 -0.5 -1.0 -0.1
H -1.65108 0.38377 1.02565 -0.6 0.0 0.3
H 1.55973 -0.03617 -0.97541 -2.3 -1.4 0.6
H 0.83088 -0.85608 0.48431 -0.5 0.0 0.0
```
Forces are in eV/Å.

=====

No. 6
Molecular formula: C5H10NS
Method: DFT, ωB97M-V/def2-TZVPD

Values from the calculation:
* energy above the lowest of the compared OMol25 structures with the same formula, charge and spin: 2.1774 eV
* charge: +1
* SMILES: C=C1[NH2+][C@@H](S)[C@@H]1C

XYZ file:
```
17
Properties=species:S:1:pos:R:3:forces:R:3
C 1.73635 1.43994 -0.75735 0.5 0.2 -0.1
C 0.66599 0.77914 -0.46513 -2.3 1.0 1.7
N -0.62361 1.37526 0.58646 2.4 -0.5 -1.5
C -1.23171 0.00937 0.35250 -0.8 -0.1 -0.3
S -2.87296 0.13850 -0.42090 0.6 -0.2 -0.1
C -0.12269 -0.47955 -0.59998 -0.1 -0.4 -0.1
C 0.62097 -1.73182 -0.15038 -0.2 0.1 0.0
H 1.95858 2.43028 -0.39972 -0.1 0.2 0.1
H 2.47313 0.98980 -1.40731 0.0 -0.2 -0.1
H -0.32747 1.60431 1.53461 -0.1 0.0 -0.1
H -1.13982 2.14545 0.15766 0.0 -0.2 0.1
H -1.29320 -0.55147 1.28373 0.1 0.1 0.0
H -3.59503 0.02814 0.69178 -0.1 0.0 0.3
H -0.48885 -0.61743 -1.62129 0.0 0.1 0.0
H -0.05725 -2.58116 -0.14625 0.0 -0.1 0.0
H 1.03000 -1.60565 0.84850 0.1 0.0 0.1
H 1.43504 -1.94702 -0.83470 0.1 -0.1 -0.1
```
Forces are in eV/Å.

=====

No. 7
Molecular formula: C5H10O
Method: DFT, ωB97M-V/def2-TZVPD

Values from the calculation:
* energy above the lowest of the compared OMol25 structures with the same formula, charge and spin: 1.0239 eV
* charge: -1
* ⟨S²⟩: 0.75
* spin multiplicity: 2

XYZ file:
```
16
Properties=species:S:1:pos:R:3:forces:R:3
C 0.15406 -1.01228 3.19168 -1.8 -0.9 0.4
C -0.78352 -0.67544 2.05128 0.8 0.1 0.2
C -0.50271 -0.91118 0.78369 0.1 0.4 -1.2
H 1.10830 -1.36523 2.82491 0.3 0.2 0.2
H 0.16342 -0.26150 3.97467 0.7 0.7 -0.3
H -0.32268 -1.81002 3.79600 0.3 -0.3 -0.4
H -1.68898 -0.14032 2.29215 -0.2 0.0 0.1
H -1.05598 -0.53946 -0.07825 -0.5 0.1 0.4
H 0.42168 -1.33346 0.39798 0.3 -0.3 0.7
O -1.01801 1.29124 -1.45007 -0.1 0.0 0.8
C -0.47463 1.36889 -2.60839 -0.8 -0.4 -0.3
C 0.91274 0.90779 -2.87192 1.0 0.5 -1.1
H -0.90075 2.10243 -3.31876 0.3 0.0 -0.2
H 1.30594 0.12601 -2.22360 -0.2 0.2 0.5
H 1.65307 1.77640 -2.88537 -0.1 -0.5 0.3
H 1.02803 0.47612 -3.87600 -0.1 0.2 -0.1
```
Forces are in eV/Å.

=====

No. 8
Molecular formula: C5H10O
Method: DFT, ωB97M-V/def2-TZVPD

Values from the calculation:
* energy above the lowest of the compared OMol25 structures with the same formula, charge and spin: 5.1157 eV
* charge: 0

XYZ file:
```
16
Properties=species:S:1:pos:R:3:forces:R:3
C -1.76500 0.81200 -0.17224 -0.1 0.1 0.0
C -0.76828 -0.08371 0.52929 0.0 0.2 -0.3
C -0.34478 -1.43048 -0.00391 0.0 -0.2 0.0
O 0.87241 -1.27219 0.94466 -0.3 -0.1 0.2
C 0.72471 0.23655 0.60840 0.1 0.4 0.0
C 1.58654 0.58464 -0.59488 0.0 0.0 -0.1
H -1.90619 1.75302 0.37673 0.1 -0.2 0.0
H -2.75579 0.33907 -0.21857 0.2 0.0 0.1
H -1.51159 1.09415 -1.21276 0.1 -0.1 0.2
H 0.12964 -1.06522 1.69326 0.2 -0.1 -0.1
H 0.13832 -1.53865 -0.98539 -0.1 0.0 0.0
H -0.90516 -2.33790 0.23804 0.0 0.2 -0.1
H 1.08980 0.78946 1.48022 -0.1 0.0 -0.1
H 2.64691 0.40909 -0.38746 -0.1 0.0 0.0
H 1.45408 1.65654 -0.78537 0.0 -0.2 0.1
H 1.31438 0.05363 -1.51000 0.0 0.1 0.1
```
Forces are in eV/Å.

=====

No. 9
Molecular formula: C5H10O
Method: DFT, ωB97M-V/def2-TZVPD

Values from the calculation:
* energy above the lowest of the compared OMol25 structures with the same formula, charge and spin: 1.9065 eV
* charge: 0
* SMILES: CC1CC(=O)C1.[H][H]

XYZ file:
```
16
Properties=species:S:1:pos:R:3:forces:R:3
C 2.04422 0.06338 -0.22323 0.0 0.0 0.0
C 0.60665 0.13056 0.26912 0.1 0.0 0.1
C -0.41220 0.94513 -0.57217 -0.1 0.1 -0.1
C -1.38429 -0.22992 -0.46200 -0.2 -0.2 -0.8
O -2.52307 -0.41217 -0.80503 0.6 0.1 0.1
C -0.28229 -1.13050 0.09601 -0.1 -0.1 0.0
H 2.52583 1.04742 -0.17899 -0.1 -0.2 0.0
H 2.08642 -0.28278 -1.26330 0.0 0.0 0.1
H 2.64170 -0.62769 0.38288 -0.1 0.1 -0.1
H 0.58545 0.46597 1.31194 0.0 -0.1 -0.1
H -0.11800 1.01105 -1.62525 0.1 0.1 0.0
H -0.72282 1.93809 -0.23843 0.0 -0.2 0.0
H -0.49270 -1.77037 0.95575 -0.1 0.1 -0.1
H 0.05405 -1.76489 -0.73075 0.1 0.0 0.0
H -2.04217 0.38211 1.83908 -0.4 0.0 0.0
H -2.55204 0.20104 1.31500 0.2 0.2 0.7
```
Forces are in eV/Å.

=====

No. 10
Molecular formula: C5H10O
Method: DFT, ωB97M-V/def2-TZVPD

Values from the calculation:
* energy above the lowest of the compared OMol25 structures with the same formula, charge and spin: 4.9498 eV
* charge: 0
* SMILES: C=CC.C=CO

XYZ file:
```
16
Properties=species:S:1:pos:R:3:forces:R:3
C -4.14460 2.15827 -0.50824 -0.6 1.4 1.7
C -3.20827 1.80276 0.41890 1.5 -2.4 0.4
C -2.63701 0.35466 0.22494 0.7 2.7 -0.6
H -5.11742 2.37504 -0.04539 0.4 2.0 -0.6
H -3.93492 2.36909 -1.57251 -0.6 -1.9 0.3
H -2.72474 2.28677 1.34225 -2.4 -0.5 -0.6
H -1.57776 0.46445 0.16798 1.1 -0.8 0.0
H -3.06718 0.08633 -0.71478 0.0 -0.9 -0.6
H -2.92878 -0.33341 1.02119 -0.2 0.4 0.0
C 3.98431 -2.05165 -0.79320 -0.8 2.0 0.2
C 3.42371 -0.97682 -0.21470 0.3 -0.2 1.2
O 2.53887 -1.05452 0.83598 -0.5 -2.0 -0.7
H 4.85959 -1.74403 -1.32803 0.2 -0.8 -0.9
H 3.50302 -3.02217 -0.73988 0.7 -0.1 0.1
H 3.70451 0.08180 -0.37857 0.0 -0.9 0.0
H 2.39570 -2.04722 0.96928 0.1 2.0 0.0
```
Forces are in eV/Å.

=====

No. 11
Molecular formula: C5H10O
Method: DFT, ωB97M-V/def2-TZVPD

Values from the calculation:
* energy above the lowest of the compared OMol25 structures with the same formula, charge and spin: 1.4393 eV
* charge: 0
* SMILES: COC1(C)CC1

XYZ file:
```
16
Properties=species:S:1:pos:R:3:forces:R:3
C -1.69037 -0.18036 1.20177 -0.2 -0.1 0.1
O -0.56376 0.63190 0.96156 0.1 0.1 0.1
C 0.30103 0.16115 -0.03597 0.2 -0.1 -0.1
C 0.87063 -1.22226 0.17829 0.0 -0.1 0.0
C 0.05791 0.68927 -1.42644 -0.2 -0.1 -0.1
C 1.18698 1.22760 -0.57789 0.2 0.1 0.1
H -2.44341 0.44632 1.68719 0.1 -0.1 -0.1
H -2.11335 -0.58670 0.27259 0.1 0.1 0.1
H -1.44932 -1.01536 1.87437 0.0 0.1 -0.1
H 1.42922 -1.54875 -0.70476 -0.1 0.1 0.1
H 1.55195 -1.22185 1.03646 -0.1 0.0 -0.1
H 0.08573 -1.96343 0.36435 0.1 0.1 -0.1
H 0.30769 0.06923 -2.28382 -0.1 0.1 0.2
H -0.80151 1.33929 -1.56378 0.1 -0.1 0.1
H 1.06305 2.21536 -0.14575 0.0 -0.1 -0.1
H 2.20754 0.95859 -0.83818 -0.2 0.0 0.0
```
Forces are in eV/Å.

=====

No. 12
Molecular formula: C5H10O
Method: DFT, ωB97M-V/def2-TZVPD

Values from the calculation:
* energy above the lowest of the compared OMol25 structures with the same formula, charge and spin: 0.2899 eV
* charge: 0
* SMILES: CC(=O)C(C)C

XYZ file:
```
16
Properties=species:S:1:pos:R:3:forces:R:3
C 2.07528 -0.42363 -0.50304 -1.1 -0.2 -1.6
C 0.86673 0.48200 -0.32886 0.4 0.1 0.6
O 0.99265 1.67991 -0.18226 -0.2 -0.4 -0.4
C -0.45909 -0.21387 -0.05343 -0.1 -0.1 0.0
C -1.53143 0.50963 -0.84550 -0.1 0.1 -0.1
C -0.75574 -0.23225 1.45661 0.0 0.0 0.0
H 1.75589 -1.45523 -0.45665 0.2 -0.3 0.2
H 2.69160 -0.30840 -1.40521 -0.4 0.4 0.2
H 2.62844 -0.13554 0.32691 1.5 0.1 1.5
H -0.38574 -1.25479 -0.38720 0.0 0.1 -0.1
H -1.28947 0.46221 -1.91261 -0.2 0.1 0.1
H -1.54602 1.56014 -0.54311 -0.1 -0.1 -0.1
H -2.50935 0.05270 -0.68200 0.0 0.1 0.0
H -0.75211 0.78274 1.86723 0.0 -0.1 -0.1
H -0.03507 -0.83569 2.02422 -0.1 0.1 -0.2
H -1.74657 -0.66994 1.62489 0.1 0.1 0.0
```
Forces are in eV/Å.

=====

No. 13
Molecular formula: C5H10O
Method: DFT, ωB97M-V/def2-TZVPD

Values from the calculation:
* energy above the lowest of the compared OMol25 structures with the same formula, charge and spin: 1.2056 eV
* charge: 0
* SMILES: CC[C@H]1C[C@H]1O

XYZ file:
```
16
Properties=species:S:1:pos:R:3:forces:R:3
C 1.24471 0.83586 -1.64232 0.0 0.0 0.0
C -0.00144 0.61709 -0.78433 -0.1 0.0 0.0
C 0.30039 -0.26037 0.42470 0.1 0.0 -0.1
C -0.25852 0.05483 1.79266 0.0 0.1 0.2
C -0.78145 -1.11390 1.03475 0.2 -0.1 0.2
O -2.08510 -0.99353 0.54726 -0.1 -0.1 -0.2
H 1.63535 -0.12471 -2.00142 0.0 0.2 0.0
H 2.03625 1.32406 -1.06038 -0.1 -0.1 -0.1
H 1.02710 1.45880 -2.51726 0.0 -0.1 0.2
H -0.40208 1.58698 -0.46054 0.1 -0.2 -0.1
H -0.78928 0.15788 -1.39944 0.1 0.1 0.1
H 1.29262 -0.71175 0.42160 -0.2 0.1 0.0
H 0.35419 -0.13415 2.66917 -0.1 0.1 -0.1
H -0.92927 0.90670 1.87235 0.1 -0.1 -0.1
H -0.50939 -2.11195 1.38224 -0.1 0.2 -0.1
H -2.13409 -1.49183 -0.27903 -0.1 0.1 0.1
```
Forces are in eV/Å.

=====

No. 14
Molecular formula: C5H10O
Method: DFT, ωB97M-V/def2-TZVPD

Values from the calculation:
* energy above the lowest of the compared OMol25 structures with the same formula, charge and spin: 5.0180 eV
* charge: 0

XYZ file:
```
16
Properties=species:S:1:pos:R:3:forces:R:3
C 1.71915 -0.27725 1.86805 0.1 -0.1 0.2
C 0.19215 1.04788 0.30438 0.0 -0.2 -0.4
O 1.59128 -0.00953 0.46324 -0.1 -0.1 -0.1
C -0.81918 0.04936 -0.14167 -0.1 0.0 0.3
C -1.82837 0.54470 -1.13980 -0.2 0.1 0.0
C -0.88065 -0.53778 -1.55218 0.1 -0.1 -0.2
H 2.46874 -1.05904 2.02078 -0.1 0.1 0.0
H 0.75188 -0.56609 2.28678 0.1 0.0 -0.1
H 2.03393 0.66072 2.31977 0.0 -0.1 0.0
H 0.56595 1.55147 -0.60594 -0.1 0.0 0.1
H 1.36464 -0.83113 -0.00684 0.0 0.2 0.1
H -1.24287 -0.59612 0.63213 0.0 0.1 -0.1
H -2.87032 0.28923 -0.97218 0.2 0.0 0.0
H -1.67332 1.54241 -1.54218 0.0 -0.2 0.1
H -0.08865 -0.26976 -2.24900 -0.1 0.0 0.1
H -1.28436 -1.53908 -1.68534 0.1 0.2 0.1
```
Forces are in eV/Å.